[1]
Molecular formula: C8H11N3
Method: DFT, ωB97M-V/def2-TZVPD

Values from the calculation:
Highest occupied orbital energy, eV: -8.106
Max |F|, eV/A: 5.12
SMILES: CN(C)/N=N/c1ccccc1
Orbital gap, eV: 8.3
Multiplicity: 1
Lowest unoccupied orbital energy, eV: 0.22

XYZ file:
```
22
C8H11N3 (ωB97M-V/def2-TZVPD)
C -2.53 1.52 1.84
C -2.62 1.15 -0.56
C 0.86 -0.33 -0.55
C 1.88 -0.09 0.42
C 3.10 -0.74 0.38
C 3.25 -1.62 -0.71
C 2.18 -2.12 -1.47
C 0.94 -1.55 -1.33
H -2.91 0.47 2.12
H -3.51 2.18 1.89
H -1.84 1.82 2.75
H -3.40 1.90 -0.79
H -1.81 1.17 -1.37
H -2.86 0.08 -0.58
H 1.26 0.39 1.30
H 3.89 -0.52 0.95
H 4.37 -1.97 -0.94
H 2.29 -2.83 -2.30
H 0.12 -1.70 -1.89
N -1.77 1.55 0.58
N -0.60 0.93 0.64
N -0.31 0.34 -0.42
```

[2]
Molecular formula: C5H8NS
Method: DFT, ωB97M-V/def2-TZVPD

Values from the calculation:
Highest occupied orbital energy (alpha / beta), eV: -14.776 / -14.776
Max |F|, eV/A: 3.80
Orbital gap (alpha / beta), eV: 9.8 / 9.8
Multiplicity: 1
Total charge: +1
Lowest unoccupied orbital energy (alpha / beta), eV: -5.01 / -5.01

XYZ file:
```
15
C5H8NS (ωB97M-V/def2-TZVPD)
C -2.49 0.82 -0.70
C -1.11 1.02 -0.63
C -2.78 -0.42 -0.13
C 1.62 -1.09 -0.93
C 1.01 -0.01 0.02
N -0.44 -0.01 0.06
S -1.56 -1.21 0.64
H -3.22 1.53 -1.08
H -0.60 1.83 -1.12
H -3.73 -0.97 0.04
H 1.43 -0.78 -2.02
H 1.42 -2.19 -0.84
H 2.57 -0.78 -0.61
H 1.34 1.00 -0.31
H 1.50 -0.31 1.00
```

[3]
Molecular formula: C23H40F5MgNO2PS5SbTe
Method: DFT, ωB97M-V/def2-TZVPD

Values from the calculation:
Highest occupied orbital energy, eV: -2.408
Max |F|, eV/A: 1.18
Orbital gap, eV: 6.5
Multiplicity: 1
Total charge: -2
Lowest unoccupied orbital energy, eV: 4.11

XYZ file:
```
80
C23H40F5MgNO2PS5SbTe (ωB97M-V/def2-TZVPD)
Mg 0.24 2.91 -0.10
S 1.76 2.80 4.77
C 0.33 2.83 3.96
S -1.18 2.05 4.13
S -0.25 3.74 2.64
S -2.66 2.06 0.44
C -2.18 1.83 -1.15
N -0.93 1.90 -1.57
C -0.80 1.75 -2.94
C 0.39 1.87 -3.64
C 0.38 1.65 -5.00
C -0.80 1.32 -5.67
C -2.00 1.22 -4.98
C -1.99 1.44 -3.61
S -3.30 1.44 -2.47
H 1.28 2.19 -3.11
H 1.30 1.76 -5.57
H -0.78 1.15 -6.74
H -2.92 0.98 -5.50
C 3.60 0.95 -0.52
P 2.87 1.62 0.99
C 3.59 0.63 2.33
C 3.62 3.21 1.35
O 1.36 1.47 1.04
H 4.40 0.25 -0.29
H 3.96 1.77 -1.14
H 2.81 0.44 -1.07
H 4.68 0.74 2.31
H 3.33 -0.42 2.24
H 3.21 1.01 3.27
H 4.70 3.06 1.32
H 3.32 3.50 2.36
H 3.32 3.96 0.64
C -2.90 -1.82 2.79
C -2.83 -2.15 1.30
C -3.95 -1.38 0.61
C -3.05 -3.64 1.09
Sb -0.92 -1.29 0.59
C 0.55 -2.30 1.90
C 0.66 -1.38 3.11
C 0.27 -3.73 2.36
C 1.89 -2.28 1.17
C -0.65 -2.39 -1.32
C -1.90 -2.15 -2.17
C 0.52 -1.69 -2.03
C -0.38 -3.89 -1.26
H -3.91 -2.04 3.16
H -2.70 -0.77 2.99
H -2.20 -2.41 3.39
H -4.92 -1.73 1.00
H -3.97 -1.54 -0.47
H -3.88 -0.30 0.77
H -4.00 -3.93 1.56
H -2.27 -4.26 1.52
H -3.14 -3.89 0.03
H -0.25 -1.35 3.71
H 0.87 -0.34 2.83
H 1.47 -1.72 3.77
H -0.61 -3.79 3.00
H 1.12 -4.09 2.95
H 0.12 -4.42 1.52
H 2.10 -1.30 0.74
H 1.95 -3.01 0.37
H 2.69 -2.51 1.88
H -2.19 -1.10 -2.20
H -2.76 -2.72 -1.80
H -1.71 -2.47 -3.20
H 0.37 -0.61 -2.09
H 0.61 -2.07 -3.06
H 1.47 -1.86 -1.53
H -1.17 -4.44 -0.75
H 0.57 -4.13 -0.77
H -0.31 -4.29 -2.28
F -0.08 7.17 -1.85
Te 0.82 5.91 -0.75
F 1.10 4.69 2.11
F 1.94 3.19 -0.89
F 0.09 7.14 0.61
F 1.34 5.32 -2.57
O -0.52 4.68 -0.53
```

[4]
Molecular formula: C8H15Br2F5NaO2Si3
Method: DFT, ωB97M-V/def2-TZVPD

Values from the calculation:
Highest occupied orbital energy, eV: -12.232
Max |F|, eV/A: 5.84
Orbital gap, eV: 7.4
Multiplicity: 1
Total charge: +1
Lowest unoccupied orbital energy, eV: -4.88

XYZ file:
```
36
C8H15Br2F5NaO2Si3 (ωB97M-V/def2-TZVPD)
C 1.15 -0.04 2.58
C -0.21 -0.95 2.69
Br -0.83 -1.53 4.51
C -0.95 -1.34 1.46
Br -2.63 -2.45 1.77
Si -0.49 -0.94 -0.36
O -0.76 0.72 -0.86
Si -1.95 1.54 0.13
O -3.39 0.60 0.51
C -2.51 3.11 -0.91
F -3.98 3.34 -0.87
F -1.84 4.35 -0.38
C -2.00 3.00 -2.50
F -0.52 3.16 -2.64
F -2.61 4.10 -3.33
F -2.42 1.73 -3.15
Si 1.61 -1.44 -0.93
C 2.40 -2.66 0.33
C 2.55 0.28 -0.98
C 1.75 -2.12 -2.76
H 2.12 -0.70 2.37
H 1.08 0.86 1.84
H 1.34 0.44 3.65
H -1.35 -1.78 -1.22
H -1.26 2.08 1.30
H -3.66 0.92 1.44
H 1.56 -3.06 1.05
H 2.87 -3.61 -0.19
H 3.21 -2.15 1.02
H 3.72 0.16 -1.00
H 2.27 0.95 -0.03
H 2.12 0.84 -1.93
H 2.90 -2.32 -2.94
H 1.33 -1.25 -3.45
H 1.11 -3.12 -2.85
Na -1.74 -0.71 6.62
```

[5]
Molecular formula: C20H70AgF3O18
Method: DFT, ωB97M-V/def2-TZVPD

Values from the calculation:
Highest occupied orbital energy (alpha / beta), eV: -11.692 / -11.692
Expectation value of S²: 0.76
Max |F|, eV/A: 1.05
Orbital gap (alpha / beta), eV: 9.4 / 5.5
Multiplicity: 2
Total charge: +1
Lowest unoccupied orbital energy (alpha / beta), eV: -2.25 / -6.22

XYZ file:
```
112
C20H70AgF3O18 (ωB97M-V/def2-TZVPD)
Ag -0.87 -4.24 0.12
C 0.28 -0.84 0.38
O -0.67 0.13 0.06
O -0.08 -1.96 -0.26
C 1.70 -0.34 0.02
F 2.55 -1.37 -0.05
F 1.72 0.31 -1.12
F 2.15 0.52 0.96
C -0.64 1.36 0.80
C -1.74 2.24 0.24
H -2.69 1.71 0.25
H -1.83 3.15 0.83
H -1.47 2.52 -0.78
H 0.32 1.87 0.69
H -0.82 1.14 1.86
H 0.28 -1.08 1.47
C -1.12 6.59 0.32
O -2.25 5.89 0.84
H -1.43 7.58 -0.03
H -0.41 6.66 1.13
H -0.65 6.06 -0.51
H -2.90 5.79 0.13
C 1.55 1.83 -4.10
O 0.45 2.73 -4.04
H 2.10 1.99 -5.03
H 2.26 2.09 -3.31
H 1.23 0.80 -3.90
H -0.22 2.48 -4.69
C -2.04 5.02 -2.71
O -0.71 5.15 -3.13
H -2.69 4.70 -3.54
H -2.11 4.37 -1.83
H -2.46 5.99 -2.43
H -0.42 4.26 -3.39
C -2.23 -4.65 -2.83
O -2.08 -3.74 -1.74
H -2.30 -5.67 -2.44
H -3.18 -4.47 -3.34
H -1.37 -4.60 -3.50
H -2.18 -2.82 -2.08
C 1.60 2.88 3.55
O 1.22 4.04 4.25
H 1.33 1.98 4.13
H 1.16 2.85 2.55
H 2.68 2.83 3.42
H 0.39 3.87 4.70
C 2.24 -4.88 -0.96
O 0.88 -5.15 -1.25
H 2.64 -5.57 -0.20
H 2.89 -5.02 -1.84
H 2.33 -3.85 -0.61
H 0.81 -5.82 -1.94
C 2.03 -1.99 -3.36
O 0.67 -2.35 -3.24
H 2.50 -1.67 -2.43
H 2.68 -2.81 -3.68
H 2.13 -1.18 -4.09
H 0.42 -2.13 -2.33
C 5.18 0.29 2.11
O 6.36 1.09 2.13
H 5.01 -0.22 1.16
H 5.22 -0.44 2.92
H 4.33 0.95 2.29
H 7.09 0.55 1.84
C 4.78 -4.41 2.31
O 4.68 -4.15 3.72
H 4.54 -3.49 1.79
H 5.78 -4.73 2.04
H 4.06 -5.18 1.99
H 5.03 -4.92 4.17
C -3.09 -2.05 1.68
O -2.40 -3.32 1.71
H -2.62 -1.31 2.32
H -3.13 -1.72 0.64
H -4.13 -2.20 1.99
H -2.42 -3.66 2.61
C 1.91 4.10 -0.66
O 3.03 4.99 -0.67
H 1.32 4.28 -1.57
H 2.31 3.09 -0.59
H 1.26 4.29 0.20
H 2.70 5.90 -0.68
C 0.54 -5.31 2.92
O 0.47 -4.19 2.06
H 0.74 -5.01 3.95
H -0.40 -5.85 2.88
H 1.34 -5.99 2.59
H 1.12 -3.54 2.39
C 2.08 -1.69 4.31
O 2.30 -2.68 3.28
H 1.26 -1.04 4.00
H 1.87 -2.16 5.27
H 2.95 -1.04 4.40
H 3.10 -3.18 3.52
C -5.16 2.73 -2.19
O -5.58 2.25 -3.46
H -4.53 3.59 -2.36
H -5.98 2.99 -1.52
H -4.55 1.95 -1.72
H -6.20 1.52 -3.33
C -5.52 1.13 1.09
O -5.13 0.27 2.17
H -5.23 0.68 0.13
H -6.59 1.32 1.09
H -4.98 2.07 1.18
H -5.65 -0.54 2.07
C -2.15 -0.04 -3.03
O -2.37 -1.02 -2.02
H -2.42 0.96 -2.67
H -1.11 -0.05 -3.36
H -2.82 -0.26 -3.86
H -1.83 -0.75 -1.26
```

[6]
Molecular formula: C4H15N2O
Method: DFT, ωB97M-V/def2-TZVPD

Values from the calculation:
Highest occupied orbital energy, eV: -13.965
Max |F|, eV/A: 2.06
Orbital gap, eV: 11.1
Multiplicity: 1
Total charge: +1
Lowest unoccupied orbital energy, eV: -2.82

XYZ file:
```
22
C4H15N2O (ωB97M-V/def2-TZVPD)
C 0.77 0.94 0.83
N 1.29 1.89 -0.17
C -0.21 -0.01 0.14
N -1.05 0.88 -0.72
C -1.73 0.31 -1.89
C 0.47 -1.13 -0.61
H 0.25 1.49 1.61
H 1.59 0.41 1.31
H 1.73 2.70 0.24
H 1.88 1.43 -0.84
H -0.87 -0.50 0.86
H -0.43 1.68 -0.99
H -1.77 1.35 -0.17
H -2.29 1.09 -2.42
H -2.34 -0.55 -1.70
H -1.02 -0.02 -2.65
H 1.39 -1.38 -0.12
H 0.72 -0.79 -1.60
H -0.19 -1.95 -0.82
H 0.17 -3.31 1.79
H 0.86 -2.47 2.89
O 0.34 -2.41 2.09
```

[7]
Molecular formula: C9H11NO4
Method: DFT, ωB97M-V/def2-TZVPD

Values from the calculation:
Highest occupied orbital energy (alpha / beta), eV: -6.129 / -10.053
Expectation value of S²: 2.01
Max |F|, eV/A: 5.29
Orbital gap (alpha / beta), eV: 6.4 / 7.4
Multiplicity: 3
Lowest unoccupied orbital energy (alpha / beta), eV: 0.30 / -2.70

XYZ file:
```
25
C9H11NO4 (ωB97M-V/def2-TZVPD)
C 2.67 -1.77 0.11
C 1.91 -1.38 1.21
C 2.10 -1.75 -1.12
C 0.67 -0.92 1.10
C 0.81 -1.26 -1.28
C 0.09 -0.77 -0.17
C -1.06 2.18 0.33
C -1.75 0.85 0.58
C -1.27 -0.21 -0.35
N -2.24 -1.75 0.11
O -2.52 -2.44 -0.85
O -2.40 -1.84 1.27
O -3.23 0.89 0.39
O -1.62 -0.02 -1.64
H 3.67 -2.16 0.38
H 2.49 -1.43 2.11
H 2.52 -2.23 -1.98
H -0.02 -0.72 1.87
H 0.43 -1.22 -2.21
H -1.27 2.55 -0.75
H -1.40 3.03 0.99
H 0.00 2.35 0.46
H -1.66 0.52 1.64
H -3.47 0.64 -0.46
H -1.48 -0.91 -2.06
```

[8]
Molecular formula: C7H36N2O14
Method: DFT, ωB97M-V/def2-TZVPD

Values from the calculation:
Highest occupied orbital energy, eV: -10.189
Max |F|, eV/A: 1.96
SMILES: NC(N)=O.OCCO.OCCO.OCCO.O.O.O.O.O.O.O
Orbital gap, eV: 10.1
Multiplicity: 1
Lowest unoccupied orbital energy, eV: -0.08

XYZ file:
```
59
C7H36N2O14 (ωB97M-V/def2-TZVPD)
C 1.93 18.06 0.96
O 2.08 19.28 0.79
N 2.19 17.45 2.15
N 1.51 17.23 -0.05
H 2.45 18.04 2.92
H 2.03 16.47 2.31
H 1.67 16.24 0.08
H 1.39 17.59 -0.97
C 7.90 15.84 -3.28
C 6.86 16.54 -4.10
O 7.03 16.13 -5.45
O 7.48 15.87 -1.91
H 8.95 16.12 -3.39
H 7.92 14.78 -3.59
H 6.97 17.63 -4.05
H 5.87 16.30 -3.71
H 6.30 16.48 -5.97
H 8.19 15.50 -1.38
C 5.22 18.07 5.41
C 3.80 17.86 5.85
O 3.64 16.64 6.54
O 6.01 18.20 6.60
H 5.35 18.99 4.84
H 5.59 17.24 4.79
H 3.10 17.92 5.00
H 3.55 18.70 6.51
H 2.97 16.78 7.22
H 6.82 18.67 6.41
C 6.45 17.87 0.60
C 5.30 18.07 -0.36
O 4.86 19.42 -0.26
O 6.04 17.91 1.96
H 7.23 18.62 0.45
H 6.83 16.86 0.43
H 4.51 17.35 -0.10
H 5.69 17.87 -1.36
H 3.94 19.50 -0.52
H 5.76 18.82 2.13
O 7.58 20.95 3.48
H 6.69 20.71 3.19
H 7.64 21.90 3.32
O 8.01 15.44 2.75
H 8.19 15.94 3.55
H 8.37 15.99 2.05
O 4.55 20.30 2.53
H 3.83 20.26 3.16
H 4.12 20.23 1.65
O 6.70 21.51 -1.36
H 6.11 21.50 -0.60
H 6.58 20.65 -1.76
O 9.33 21.68 0.69
H 8.57 21.16 0.96
H 9.36 21.57 -0.27
O 2.30 21.33 -1.17
H 1.67 21.43 -1.88
H 1.95 20.63 -0.60
O 5.16 22.70 0.80
H 5.03 21.94 1.37
H 4.27 23.04 0.64
```

[9]
Molecular formula: C21H29N3OS
Method: DFT, ωB97M-V/def2-TZVPD

Values from the calculation:
Highest occupied orbital energy, eV: -7.950
Max |F|, eV/A: 0.83
SMILES: Cc1ccc(NC(=S)N(CCN2CCCCC2)Cc2ccco2)cc1C
Orbital gap, eV: 8.7
Multiplicity: 1
Lowest unoccupied orbital energy, eV: 0.74

XYZ file:
```
55
C21H29N3OS (ωB97M-V/def2-TZVPD)
C -0.68 3.71 -1.91
C -1.07 2.80 -0.78
C -1.47 1.50 -1.04
C -1.84 0.64 -0.01
C -1.81 1.09 1.30
C -1.42 2.40 1.56
C -1.05 3.26 0.54
C -0.63 4.66 0.85
H 0.40 4.84 0.52
H -0.68 4.85 1.92
H -1.27 5.38 0.34
H -1.41 2.75 2.58
N -2.20 0.27 2.37
C -2.23 -1.10 2.34
N -1.12 -1.75 1.92
C 0.20 -1.14 1.89
H 0.84 -1.67 2.61
H 0.12 -0.10 2.21
C 0.88 -1.20 0.52
N 2.19 -0.57 0.63
C 3.26 -1.25 -0.07
C 3.22 -1.04 -1.59
C 3.28 0.45 -1.89
C 2.15 1.17 -1.17
C 2.19 0.85 0.33
H 1.34 1.32 0.84
H 3.11 1.26 0.76
H 2.22 2.24 -1.31
H 1.19 0.84 -1.58
H 3.21 0.63 -2.97
H 4.24 0.85 -1.55
H 2.30 -1.46 -1.99
H 4.06 -1.56 -2.06
H 3.22 -2.31 0.17
H 4.20 -0.85 0.32
H 0.24 -0.72 -0.23
H 1.02 -2.24 0.23
C -1.18 -3.18 1.69
C -1.49 -3.49 0.26
C -2.62 -3.28 -0.47
C -2.32 -3.71 -1.79
C -1.04 -4.14 -1.76
O -0.52 -4.00 -0.52
H -0.40 -4.55 -2.52
H -2.98 -3.69 -2.63
H -3.55 -2.89 -0.11
H -1.96 -3.59 2.34
H -0.22 -3.63 1.96
S -3.58 -1.88 2.90
H -2.93 0.66 2.96
H -2.17 -0.36 -0.23
H -1.51 1.14 -2.06
H 0.33 4.09 -1.77
H -0.73 3.18 -2.86
H -1.36 4.56 -1.96
```

[10]
Molecular formula: C11H15ClSi
Method: DFT, ωB97M-V/def2-TZVPD

Values from the calculation:
Highest occupied orbital energy, eV: -8.186
Max |F|, eV/A: 6.85
SMILES: C[Si](C)(C)/C=C(\Cl)c1ccccc1
Orbital gap, eV: 8.2
Multiplicity: 1
Lowest unoccupied orbital energy, eV: -0.02

XYZ file:
```
28
C11H15ClSi (ωB97M-V/def2-TZVPD)
C 4.66 -0.67 -0.10
C 3.65 -1.64 0.05
C 4.31 0.67 -0.02
C 2.32 -1.19 0.05
C 3.02 1.08 0.05
C 1.96 0.16 0.09
C -0.58 -0.37 0.07
C 0.55 0.61 -0.01
C -2.69 0.70 -1.78
C -2.69 1.28 1.56
C -3.52 -1.45 0.25
Si -2.43 0.09 0.06
Cl 0.17 2.24 -0.14
H 5.63 -0.91 -0.26
H 3.80 -2.64 -0.05
H 5.24 1.36 -0.06
H 1.62 -1.97 0.06
H 2.72 2.19 0.20
H -0.15 -1.34 -0.05
H -3.57 0.46 -2.29
H -2.65 1.78 -2.07
H -1.89 0.09 -2.20
H -3.77 1.40 1.46
H -2.39 0.88 2.53
H -2.16 2.28 1.54
H -4.54 -1.20 0.69
H -3.79 -2.07 -0.63
H -2.83 -1.83 1.00
```